*P*
A single C3H4ClNO molecule, computed with wB97M-V/def2-TZVPD.

The geometry in ORCA input format:
```
! RIJCOSX wB97M-V def2-TZVPD def2/J DEFGRID3
* xyz 0 1
C 0.265 0.272 0.294
C -0.630 1.119 0.275
C 1.758 -0.016 0.237
N -2.403 -0.962 -0.444
O -1.739 1.501 0.285
Cl -0.887 -1.335 -0.081
H 2.223 0.866 -0.239
H 2.086 0.008 1.279
H 1.757 -0.942 -0.265
H -2.431 -0.513 -1.341
*
```

Summary:
Frontier orbital gap (eV): 8.313
Highest occupied orbital energy (eV): -8.91
LUMO (eV): -0.6019



*Q*
2 unconnected molecules or ions with the total composition C3H4ClNO, computed with wB97M-V/def2-TZVPD.

The geometry in ORCA input format:
```
! RIJCOSX wB97M-V def2-TZVPD def2/J DEFGRID3
* xyz 0 1
C -1.376 1.506 0.004
N -0.235 0.879 -0.126
O 0.638 1.084 -1.033
H -1.901 1.264 0.840
H -1.657 2.419 -0.367
H 0.049 0.334 0.701
C 0.411 -2.157 0.044
C 1.517 -1.714 -0.215
Cl 3.049 -1.311 -0.376
H -0.496 -2.303 0.527
*
```

Summary:
Frontier orbital gap (spin up / spin down) (eV): 9.662 / 9.664
Highest occupied orbital energy (spin up / spin down) (eV): -9.04 / -9.04
LUMO (spin up / spin down) (eV): 0.6270 / 0.6266
SMILES: C=[NH+][O-].C#CCl



Stability ranking, top entry: *Q*; the second entry is 0.0119 hartree less favorable.